(1)
Entry from the OMol25 dataset: C37H55AsFeGeNO2S2Si3 as an isolated structure (wB97M-V/def2-TZVPD).

The value obtained for the LUMO energy (spin up / spin down) is 0.214 / -0.375 eV. The electronic energy is -241893.1503 eV. The calculation puts the highest occupied orbital energy (spin up / spin down) at -6.19 / -6.81 eV. Its expectation value of S² is 8.7818. As for the multiplicity: 6.

Each line ends with the Löwdin spin population.
Geometry (Å):
Fe -0.9153 0.1307 0.8199  3.65
O 0.1684 1.8664 1.9486  0.03
C 0.2723 1.7688 3.3617  0.00
C 0.0171 0.3363 3.7492  0.00
C 0.7096 -0.2634 4.7871  0.00
C 0.3979 -1.5682 5.1347  0.00
C -0.5879 -2.2343 4.4271  0.00
C -1.2123 -1.5675 3.3884  0.00
N -0.9294 -0.3053 3.0586  0.02
H -0.0528 2.7710 1.6937  0.00
H -0.4854 2.4006 3.8356  0.00
H 1.2554 2.0870 3.7161  0.00
H 1.4871 0.2852 5.3037  0.00
H 0.9276 -2.0611 5.9401  0.00
H -0.8606 -3.2565 4.6510  0.00
H -1.9654 -2.0666 2.7876  0.00
C -0.4098 -5.0924 -2.6312  0.00
C -0.8459 -4.0928 -1.5698  0.11
S -1.2618 -4.6813 -0.0668  0.36
C -0.8822 -2.7193 -1.9365  0.26
C -0.5646 -2.2762 -3.3444  0.03
S -1.3280 -1.4512 -0.9008  0.27
H -0.2959 -6.0735 -2.1784  0.00
H 0.5383 -4.8087 -3.0972  0.00
H -1.1529 -5.1707 -3.4300  0.00
H -0.4498 -3.1062 -4.0383  0.00
H 0.3557 -1.6881 -3.3538  0.01
H -1.3549 -1.6227 -3.7201  0.01
O 0.9841 -0.7213 1.2102  0.05
As 2.1436 -1.6214 0.4266  0.01
C 2.3982 -1.0934 -1.3967  0.00
C 1.9266 0.1732 -1.7246  0.00
C 2.2078 0.7022 -2.9762  0.00
C 2.9499 -0.0274 -3.8946  0.00
C 3.4239 -1.2885 -3.5617  0.00
C 3.1581 -1.8215 -2.3079  0.00
C 1.9651 -3.4955 0.7326  0.01
C 2.2891 -4.4888 -0.1818  0.00
C 2.2102 -5.8204 0.2018  0.00
C 1.8036 -6.1537 1.4846  0.00
C 1.4680 -5.1572 2.3908  0.01
C 1.5518 -3.8253 2.0189  0.01
C 3.7963 -1.1284 1.2809  0.00
C 3.8697 0.1503 1.8249  0.00
C 5.0453 0.5712 2.4310  0.00
C 6.1389 -0.2836 2.4947  0.00
C 6.0604 -1.5601 1.9548  0.00
C 4.8861 -1.9862 1.3478  0.00
H 1.3240 0.7343 -1.0216  0.00
H 1.8411 1.6861 -3.2312  0.00
H 3.1606 0.3886 -4.8722  0.00
H 4.0033 -1.8596 -4.2758  0.00
H 3.5646 -2.7907 -2.0549  0.00
H 2.5526 -4.2491 -1.2011  0.00
H 2.4479 -6.5977 -0.5124  0.00
H 1.7323 -7.1942 1.7738  0.00
H 1.1313 -5.4193 3.3856  0.00
H 1.2823 -3.0409 2.7144  0.00
H 3.0045 0.8023 1.7727  0.00
H 5.1098 1.5666 2.8532  0.00
H 7.0555 0.0457 2.9677  0.00
H 6.9108 -2.2277 2.0126  0.00
H 4.8250 -2.9886 0.9395  0.00
C -3.9042 3.3399 -3.1143  0.00
Si -2.7371 1.9288 -2.7118  0.01
C -3.7769 0.3788 -2.8652  0.01
C -1.4280 1.9134 -4.0662  0.00
Ge -1.5760 2.0509 -0.6367  0.05
Si -0.8302 4.3151 -0.4878  0.01
C 0.7553 4.3824 -1.4980  0.00
C -1.9468 5.6458 -1.1948  0.00
C -0.3293 4.9432 1.2353  0.00
Si -3.4454 1.8589 0.8919  0.03
C -3.9036 0.0356 1.1374  0.01
C -3.1802 2.5700 2.6208  0.00
C -5.0436 2.6217 0.2544  0.01
H -4.2562 3.1893 -4.1416  0.00
H -3.4322 4.3204 -3.0632  0.00
H -4.7768 3.3499 -2.4588  0.00
H -4.0932 0.2569 -3.9069  0.00
H -4.6795 0.4541 -2.2504  0.00
H -3.2374 -0.5161 -2.5490  0.00
H -1.8367 1.5368 -5.0103  0.00
H -0.5821 1.2794 -3.7852  0.00
H -1.0474 2.9254 -4.2454  0.00
H 0.5777 3.9939 -2.5053  0.00
H 1.5365 3.7689 -1.0373  0.00
H 1.1327 5.4065 -1.5945  0.00
H -1.9483 5.6027 -2.2866  0.00
H -1.5612 6.6272 -0.8995  0.00
H -2.9827 5.5669 -0.8558  0.00
H 0.6545 4.5729 1.5486  0.00
H -1.0549 4.7248 2.0238  0.00
H -0.2398 6.0322 1.1816  0.00
H -3.1777 -0.5561 1.7063  0.00
H -4.0425 -0.4727 0.1802  0.00
H -4.8400 -0.0194 1.7033  0.00
H -2.6526 1.8540 3.2578  0.00
H -4.1518 2.7742 3.0821  0.00
H -2.6161 3.5055 2.6132  0.00
H -5.4472 2.0434 -0.5811  0.00
H -4.9037 3.6501 -0.0877  0.00
H -5.7924 2.6245 1.0547  0.00

Force components x, y, z for each atom (eV/Å):
0.9 -0.1 0.1
0.2 0.0 0.3
-0.1 -0.1 -0.1
-0.1 0.1 0.0
0.0 0.0 0.0
0.0 0.0 0.0
0.0 0.0 0.0
-0.2 0.0 0.0
0.1 -0.2 -0.2
-0.1 0.0 0.0
0.0 0.0 0.0
0.1 0.0 0.0
0.0 0.0 0.0
0.0 0.0 0.0
0.0 0.0 0.0
0.1 0.0 0.0
0.0 0.0 0.1
0.1 0.4 -0.4
-0.1 0.1 0.2
0.2 -0.7 0.2
0.0 -0.1 0.0
-0.4 0.0 -0.1
0.0 0.0 0.0
0.0 0.0 0.0
0.0 0.0 0.0
0.0 0.0 0.0
0.1 0.0 0.0
0.0 0.0 0.0
0.2 0.0 -0.1
0.0 0.2 0.0
0.0 0.0 0.0
0.0 -0.1 -0.1
0.0 0.0 0.0
0.0 0.0 0.0
0.0 0.0 0.0
0.0 0.1 0.0
0.0 0.0 0.0
-0.1 -0.1 0.0
0.0 0.0 0.0
0.0 0.0 0.0
0.0 0.0 0.0
0.1 -0.1 0.0
0.0 0.0 0.1
0.1 0.0 0.0
0.0 0.0 0.0
0.0 0.0 0.0
0.0 0.0 0.0
0.0 0.0 0.0
0.0 0.0 0.0
0.0 0.1 0.0
0.0 0.0 0.0
0.0 0.0 0.0
0.0 0.0 0.0
0.0 0.0 0.0
0.0 0.0 0.0
0.0 0.0 0.0
0.0 0.0 0.0
0.0 0.0 0.0
0.0 0.0 0.0
0.0 0.0 0.0
0.0 0.0 0.0
0.0 0.0 0.0
0.0 0.0 0.0
-0.1 0.1 -0.1
0.2 -0.2 0.0
-0.1 -0.1 0.1
0.1 0.0 -0.1
-0.5 0.3 0.3
0.1 -0.2 0.0
0.1 0.1 -0.1
-0.2 0.1 0.0
0.0 0.0 0.1
-0.2 0.1 -0.2
0.0 -0.1 0.0
0.1 0.0 0.1
-0.1 0.1 0.0
0.0 0.0 0.0
0.0 0.0 0.0
0.0 0.0 0.0
0.0 0.0 0.0
0.0 0.0 0.0
0.0 0.1 -0.1
0.0 0.1 0.0
-0.1 0.0 0.0
0.0 -0.1 0.0
0.0 0.0 0.0
0.0 0.0 0.0
0.0 -0.1 0.0
0.0 0.0 0.1
0.0 0.0 0.0
0.1 0.0 0.0
0.0 0.0 0.0
0.0 0.0 0.0
0.0 0.0 0.0
0.0 0.0 0.0
0.0 0.0 0.0
0.0 0.0 0.0
0.0 0.0 0.0
0.1 0.0 0.0
-0.1 0.0 0.0
0.0 0.0 0.0
0.0 0.0 0.0
0.0 0.0 -0.1

(2)
Entry from the OMol25 dataset: C3H4IrMgO4 as an isolated structure (wB97M-V/def2-TZVPD).

The value obtained for the LUMO energy (spin up / spin down) is -8.747 / -10.864 eV. As for the energy above the lowest of the compared OMol25 structures with the same formula, charge and spin: 0.0 kcal per mole. The electronic energy is -19622.4942 eV. The calculation puts the highest occupied orbital energy (spin up / spin down) at -13.42 / -18.15 eV. Its expectation value of S² is 8.7617. The charge is +2. As for the multiplicity: 6.

Each line ends with the Löwdin spin population.
Geometry (Å):
O -0.3327 -0.3605 2.0505  0.28
C 0.3657 0.1337 1.0287  0.58
O 0.1563 1.4512 0.6348  0.46
C -0.0920 2.4158 1.6976  0.44
Mg -0.9814 1.1088 3.1023  0.10
H 0.0558 -1.1875 -1.0474  0.01
H -0.6930 3.2126 1.2350  0.02
H 0.8787 2.8731 1.9689  0.06
H 1.1896 -0.3807 0.5144  0.04
O 0.1649 -1.3134 -3.1836  0.17
C -0.0794 -1.8345 -2.0589  0.07
O -0.3844 -3.0591 -1.9963  0.17
Ir -0.2481 -3.0595 -3.9460  2.61

Force components x, y, z for each atom (eV/Å):
0.1 1.3 -0.2
0.7 -1.7 0.0
-2.0 1.8 2.3
1.8 0.7 -4.3
0.0 -1.4 0.3
-0.5 -1.4 -2.3
-0.2 -0.3 0.3
-0.1 -0.6 1.2
-0.3 0.4 0.7
0.3 1.8 0.6
1.0 2.8 4.8
-0.3 -0.1 1.8
-0.5 -3.3 -5.1

(3)
Entry from the OMol25 dataset: C2HErO3 as an isolated structure (wB97M-V/def2-TZVPD).

The value obtained for the LUMO energy (spin up / spin down) is -11.157 / -11.891 eV. As for the energy above the lowest of the compared OMol25 structures with the same formula, charge and spin: 0.0 kcal per mole. The electronic energy is -35829.9578 eV. The calculation puts the highest occupied orbital energy (spin up / spin down) at -18.99 / -17.20 eV. Its expectation value of S² is 3.8000. The charge is +2. As for the multiplicity: 4.

Each line ends with the Löwdin spin population.
Geometry (Å):
O -1.9082 0.2159 0.0557  0.01
O 1.1003 -1.4241 0.0370  0.17
O 0.0775 0.9152 -0.1346  0.02
C -0.1518 -1.5462 0.0109  0.30
C -0.8005 -0.1304 -0.3041  0.08
Er 2.3076 0.3715 0.0226  2.42
H -0.6249 1.5981 0.3124  0.00

Force components x, y, z for each atom (eV/Å):
1.4 -2.1 -1.8
-2.3 -0.1 0.1
0.9 2.7 0.9
2.6 0.4 -0.9
-4.6 0.5 3.4
0.0 -0.1 -0.1
2.0 -1.2 -1.4

(4)
Entry from the OMol25 dataset: a single C5H3NO molecule (wB97M-V/def2-TZVPD).

The value obtained for the LUMO energy (spin up / spin down) is -1.513 / -1.514 eV. As for the energy above the lowest of the compared OMol25 structures with the same formula, charge and spin: 140.4 kcal per mole. The electronic energy is -8763.9201 eV. The calculation puts the highest occupied orbital energy (spin up / spin down) at -10.05 / -10.04 eV.

Each line ends with the Löwdin charge.
Geometry (Å):
C -1.4828 -0.1891 1.8847  0.12
C -1.0449 0.8628 1.2961  -0.15
C -0.2751 0.5217 0.2295  -0.25
C 0.8174 -0.4694 0.3948  -0.12
O 1.2164 -0.8122 -0.9274  -0.07
N 0.4127 -0.1790 -1.8150  0.10
C -0.4261 0.5992 -1.2091  -0.05
H 0.2657 -1.2754 0.9244  0.13
H 1.6878 -0.2039 0.9963  0.15
H -1.1711 1.1452 -1.7743  0.13

Force components x, y, z for each atom (eV/Å):
-0.4 1.0 0.2
-0.2 -0.6 0.1
0.1 -0.4 -0.1
0.0 0.0 0.1
0.1 -0.1 0.0
-0.3 0.3 0.2
0.1 0.0 0.0
0.6 -0.2 -0.4
-0.1 0.2 -0.1
0.2 0.0 0.1

What is the formula in the second record?
C3H4IrMgO4

Which of these has the highest electronic energy?
C5H3NO